{"formula": "C42H35Br2HfN3O8S3", "method": "the ωB97M-V functional and the def2-TZVPD basis", "symbols": ["Hf", "O", "C", "O", "C", "C", "C", "C", "C", "O", "C", "C", "O", "O", "H", "H", "H", "H", "H", "H", "H", "H", "Br", "C", "C", "C", "Br", "C", "C", "C", "C", "N", "C", "C", "O", "H", "H", "H", "H", "S", "C", "N", "C", "C", "N", "C", "C", "C", "C", "C", "C", "C", "C", "S", "C", "C", "C", "C", "C", "C", "C", "H", "H", "H", "H", "H", "H", "H", "H", "H", "H", "H", "H", "H", "H", "H", "H", "H", "H", "O", "C", "O", "C", "C", "C", "C", "S", "C", "C", "H", "H", "H", "H", "H"], "xyz": [[0.021, -0.095, -0.343], [-1.608, -3.034, -2.130], [-1.474, -2.347, -1.147], [-1.472, -1.050, -1.138], [-1.454, -3.011, 0.269], [-2.151, -2.050, 1.243], [-2.342, -2.704, 2.622], [-0.929, -2.592, 3.221], [-0.170, -2.002, 2.032], [-1.109, -1.095, 1.468], [-0.056, -3.103, 0.925], [1.080, -2.671, 0.046], [1.939, -0.212, 0.087], [0.885, -2.028, -1.001], [-1.932, -3.987, 0.178], [-3.034, -1.560, 0.828], [-3.073, -2.152, 3.209], [-2.670, -3.736, 2.529], [-0.888, -1.900, 4.060], [-0.512, -3.543, 3.539], [0.762, -1.492, 2.301], [0.166, -4.075, 1.372], [0.831, 2.659, 3.829], [-0.106, 3.189, 2.274], [-0.573, 4.493, 2.130], [-1.322, 4.846, 1.033], [-1.898, 6.647, 0.846], [-1.691, 3.892, 0.064], [-2.510, 4.125, -1.060], [-2.892, 3.071, -1.846], [-2.435, 1.780, -1.542], [-1.578, 1.543, -0.568], [-1.207, 2.570, 0.233], [-0.330, 2.212, 1.304], [0.168, 1.019, 1.347], [-0.342, 5.224, 2.890], [-2.838, 5.130, -1.277], [-3.538, 3.224, -2.696], [-2.774, 0.921, -2.106], [2.633, -2.762, 0.759], [3.083, -0.770, 0.383], [4.087, -0.706, -0.598], [5.152, 0.236, -0.332], [4.528, 1.414, 0.410], [4.101, 0.935, 1.710], [4.491, 1.614, 2.924], [4.263, 3.101, 2.978], [4.909, 3.792, 3.998], [4.699, 5.145, 4.180], [3.854, 5.831, 3.325], [3.206, 5.152, 2.309], [3.400, 3.790, 2.138], [3.522, -0.263, 1.751], [3.148, -1.076, 3.132], [4.370, -1.752, -1.552], [5.615, -2.522, -1.169], [5.880, -2.844, 0.159], [7.057, -3.482, 0.506], [7.980, -3.816, -0.470], [7.717, -3.510, -1.794], [6.543, -2.866, -2.141], [5.568, 0.550, -1.294], [5.966, -0.200, 0.269], [3.664, 1.760, -0.175], [5.233, 2.233, 0.538], [5.552, 1.411, 3.122], [3.918, 1.145, 3.735], [5.566, 3.253, 4.665], [5.184, 5.657, 4.998], [3.686, 6.888, 3.467], [2.529, 5.686, 1.657], [2.861, 3.268, 1.359], [4.500, -1.298, -2.542], [3.498, -2.409, -1.612], [5.165, -2.595, 0.932], [7.246, -3.716, 1.543], [8.907, -4.301, -0.201], [8.432, -3.766, -2.560], [6.345, -2.626, -3.176], [-3.264, 1.372, -6.976], [-2.704, 2.439, -6.377], [-3.022, 3.552, -6.703], [-1.713, 2.166, -5.306], [-1.523, 0.907, -4.735], [-0.636, 0.734, -3.693], [0.081, 1.823, -3.192], [1.149, 1.606, -1.827], [-0.080, 3.080, -3.783], [-0.971, 3.246, -4.818], [-2.914, 0.533, -6.649], [-2.080, 0.040, -5.066], [-0.494, -0.246, -3.241], [0.490, 3.909, -3.394], [-1.120, 4.214, -5.270]], "gap_ev": 7.4, "relative_energy_kj_mol": 276.9, "total_energy_ev": -238875.4411, "lumo_energy_ev": -0.654, "largest_force_ev_per_a": 2.57}

---

{"formula": "C42H35Br2HfN3O8S3", "method": "the ωB97M-V functional and the def2-TZVPD basis", "symbols": ["Hf", "O", "C", "O", "C", "C", "C", "C", "C", "O", "C", "C", "O", "O", "H", "H", "H", "H", "H", "H", "H", "H", "Br", "C", "C", "C", "Br", "C", "C", "C", "C", "N", "C", "C", "O", "H", "H", "H", "H", "S", "C", "N", "C", "C", "N", "C", "C", "C", "C", "C", "C", "C", "C", "S", "C", "C", "C", "C", "C", "C", "C", "H", "H", "H", "H", "H", "H", "H", "H", "H", "H", "H", "H", "H", "H", "H", "H", "H", "H", "O", "C", "O", "C", "C", "C", "C", "S", "C", "C", "H", "H", "H", "H", "H"], "xyz": [[1.429, -0.233, -0.721], [3.021, -0.729, 2.578], [1.953, -0.627, 2.026], [1.632, -1.197, 0.913], [0.800, 0.207, 2.654], [-0.503, -0.186, 1.959], [-1.722, 0.462, 2.635], [-1.666, 1.898, 2.089], [-0.327, 1.843, 1.323], [-0.406, 0.550, 0.740], [0.908, 1.694, 2.225], [2.176, 1.856, 1.311], [3.217, 2.239, 1.785], [1.947, 1.576, 0.081], [0.813, 0.074, 3.735], [-0.615, -1.252, 1.749], [-2.602, -0.086, 2.315], [-1.659, 0.440, 3.720], [-2.437, 1.843, 0.152], [-1.692, 2.652, 2.878], [-0.208, 2.602, 0.549], [0.963, 2.388, 3.062], [1.267, 1.670, -5.242], [2.793, 1.088, -4.304], [4.023, 1.034, -4.951], [5.137, 0.617, -4.264], [6.794, 0.560, -5.181], [5.061, 0.219, -2.913], [6.150, -0.236, -2.139], [5.951, -0.629, -0.842], [4.655, -0.589, -0.306], [3.621, -0.182, -1.009], [3.787, 0.245, -2.284], [2.614, 0.705, -2.976], [1.454, 0.740, -2.390], [4.086, 1.317, -5.991], [7.134, -0.270, -2.582], [6.767, -0.977, -0.230], [4.466, -0.885, 0.720], [-2.174, 2.536, -2.304], [-2.328, 1.174, -1.498], [-2.754, 2.227, 1.098], [-4.067, 1.551, 1.317], [-4.351, 0.451, 0.268], [-3.234, -0.457, 0.069], [-3.539, -1.887, -0.044], [-3.927, -2.273, -1.453], [-5.020, -1.696, -2.089], [-5.276, -1.957, -3.425], [-4.448, -2.806, -4.137], [-3.367, -3.398, -3.508], [-3.109, -3.131, -2.176], [-2.352, -0.016, -0.947], [-0.952, -0.974, -1.490], [-2.873, 3.709, 0.897], [-2.944, 4.509, 2.176], [-3.992, 4.349, 3.077], [-4.021, 5.067, 4.259], [-3.025, 5.986, 4.544], [-1.996, 6.180, 3.639], [-1.947, 5.435, 2.473], [-4.869, 2.280, 1.211], [-4.107, 1.169, 2.337], [-4.625, 0.939, -0.676], [-5.216, -0.113, 0.619], [-4.318, -2.130, 0.684], [-2.630, -2.426, 0.236], [-5.681, -1.026, -1.556], [-6.117, -1.484, -3.913], [-4.636, -2.994, -5.183], [-2.705, -4.048, -4.058], [-2.247, -3.570, -1.700], [-3.756, 3.883, 0.274], [-2.012, 4.039, 0.313], [-4.792, 3.655, 2.875], [-4.826, 4.904, 4.958], [-3.048, 6.546, 5.465], [-1.216, 6.895, 3.848], [-1.127, 5.579, 1.786], [6.062, -6.609, 0.828], [5.084, -5.857, 1.381], [4.886, -5.903, 2.566], [4.292, -5.007, 0.456], [4.738, -4.618, -0.810], [3.967, -3.789, -1.597], [2.720, -3.349, -1.152], [1.754, -2.300, -2.169], [2.247, -3.789, 0.087], [3.035, -4.579, 0.893], [6.082, -6.528, -0.134], [5.706, -4.928, -1.188], [4.312, -3.470, -2.568], [1.257, -3.490, 0.398], [2.698, -4.900, 1.869]], "gap_ev": 6.9, "relative_energy_kj_mol": 443.5, "total_energy_ev": -238873.7153, "lumo_energy_ev": -0.642, "largest_force_ev_per_a": 3.19}

---

{"formula": "C42H35BrN3OPdSb2", "method": "the ωB97M-V functional and the def2-TZVPD basis", "symbols": ["Pd", "C", "C", "C", "Sb", "C", "C", "C", "C", "C", "C", "C", "C", "C", "C", "C", "C", "Sb", "C", "C", "C", "C", "C", "C", "C", "C", "C", "C", "C", "C", "H", "H", "H", "H", "H", "H", "H", "H", "H", "H", "H", "H", "H", "H", "H", "H", "H", "H", "H", "H", "H", "H", "H", "H", "H", "H", "Br", "C", "C", "C", "C", "C", "C", "N", "N", "C", "C", "C", "C", "O", "C", "N", "C", "C", "C", "C", "H", "H", "H", "H", "H", "H", "H", "H", "H"], "xyz": [[-0.299, -0.272, 0.577], [-1.337, -1.981, 2.396], [-2.336, -1.047, 3.097], [-2.976, 0.014, 2.194], [-1.620, 1.641, 1.630], [-3.031, 2.738, 0.422], [-4.402, 2.833, 0.671], [-5.221, 3.614, -0.136], [-4.677, 4.314, -1.206], [-3.319, 4.220, -1.474], [-2.503, 3.435, -0.664], [-2.113, 2.569, 3.533], [-1.592, 2.029, 4.712], [-1.959, 2.528, 5.956], [-2.856, 3.584, 6.046], [-3.371, 4.143, 4.885], [-2.997, 3.644, 3.641], [0.906, -1.755, 2.404], [1.622, 0.319, 2.178], [2.084, 0.699, 0.907], [2.292, 2.046, 0.606], [2.080, 3.018, 1.568], [1.697, 2.645, 2.855], [1.463, 1.313, 3.151], [0.978, -1.613, 4.572], [2.134, -1.107, 5.173], [2.240, -1.002, 6.554], [1.190, -1.416, 7.366], [0.048, -1.950, 6.788], [-0.053, -2.050, 5.403], [-1.627, -2.121, 1.353], [-1.388, -2.983, 2.833], [-1.893, -0.584, 3.981], [-3.153, -1.675, 3.476], [-3.842, 0.458, 2.691], [-3.312, -0.452, 1.268], [-4.837, 2.288, 1.502], [-6.283, 3.678, 0.071], [-5.314, 4.926, -1.834], [-2.893, 4.755, -2.315], [-1.444, 3.353, -0.885], [-0.891, 1.204, 4.672], [-1.542, 2.086, 6.854], [-3.146, 3.974, 7.015], [-4.073, 4.967, 4.946], [-3.399, 4.106, 2.747], [2.326, -0.052, 0.167], [2.606, 2.324, -0.393], [2.232, 4.064, 1.328], [1.566, 3.397, 3.626], [1.146, 1.048, 4.151], [2.960, -0.779, 4.550], [3.139, -0.590, 6.998], [1.267, -1.330, 8.444], [-0.769, -2.291, 7.414], [-0.952, -2.476, 4.973], [-1.842, -5.440, 4.603], [-1.631, -5.796, 2.746], [-0.457, -5.429, 2.111], [-0.302, -5.686, 0.760], [-1.295, -6.358, 0.036], [-2.467, -6.712, 0.704], [-2.646, -6.425, 2.049], [-1.081, -6.888, -1.264], [-0.395, -6.266, -2.126], [-0.228, -4.894, -2.080], [1.004, -4.419, -2.548], [1.428, -3.126, -2.354], [0.610, -2.167, -1.689], [1.001, -1.023, -1.378], [-0.791, -2.589, -1.441], [-1.657, -1.602, -1.111], [-2.940, -1.879, -1.063], [-3.451, -3.161, -1.297], [-2.581, -4.183, -1.562], [-1.196, -3.922, -1.645], [0.330, -4.927, 2.659], [0.613, -5.382, 0.268], [-3.245, -7.220, 0.146], [-3.565, -6.695, 2.551], [1.667, -5.154, -2.992], [2.417, -2.807, -2.657], [-3.611, -1.052, -0.848], [-4.520, -3.329, -1.265], [-2.953, -5.178, -1.758]], "gap_ev": 6.5, "relative_energy_kj_mol": 0.0, "total_energy_ev": -137235.8277, "lumo_energy_ev": 2.422, "charge": -1, "largest_force_ev_per_a": 0.76}